(1)
This record from OMol25 describes a cluster of 2 separate species, C14H17ClN5O6S in total. The level of theory is ωB97M-V/def2-TZVPD.

Last column: Mulliken charge in e.
Positions of all 44 atoms, in Å:
C (-1.53, 0.14, 4.04)  -1.377
C (-2.64, 0.39, -3.56)  -0.344
H (-1.76, 1.22, 3.99)  0.356
H (4.06, 1.28, 2.24)  0.308
C (1.74, -2.99, 3.21)  0.409
N (2.17, 2.08, 2.05)  0.193
H (-1.25, -0.08, 5.09)  0.378
H (-1.50, 0.56, 0.61)  0.374
N (2.43, -3.53, 2.18)  -0.312
H (3.07, -4.28, 2.37)  0.224
N (0.78, -2.11, 2.59)  0.158
C (-0.39, -0.23, 3.12)  0.283
H (-3.26, 1.17, -3.13)  0.455
C (3.60, 2.25, 2.08)  -1.077
H (1.93, 4.03, 2.77)  0.330
H (3.90, 2.93, 2.88)  0.314
C (-1.05, -1.59, -4.73)  -0.557
H (0.42, -1.08, -3.27)  0.410
C (1.42, 3.32, 2.10)  -0.953
H (-2.42, -0.46, 3.82)  0.277
Cl (-0.33, -1.36, -0.20)  -0.236
H (0.40, 3.18, 2.47)  0.319
C (1.65, 0.80, 2.17)  0.990
C (-3.12, -0.31, -4.66)  -0.491
C (-0.70, 0.27, -0.10)  -0.373
N (0.05, -1.50, 3.42)  -0.495
C (-0.58, -0.87, -3.63)  -0.130
H (-0.45, -2.37, -5.21)  0.424
H (2.08, -3.34, 1.25)  0.236
O (-3.85, -1.58, -6.96)  -0.602
S (-0.72, 1.11, -1.64)  1.383
C (-1.37, 0.11, -3.01)  -0.306
O (-1.70, 2.15, -1.36)  -0.769
C (0.19, 0.64, 2.20)  -0.988
H (-4.10, -0.10, -5.09)  0.429
H (-0.40, 1.50, 1.89)  0.824
C (-2.31, -1.28, -5.27)  0.024
H (1.38, 3.78, 1.09)  0.303
N (-2.74, -1.90, -6.49)  0.928
H (3.93, 2.67, 1.13)  0.319
O (-1.99, -2.74, -7.04)  -0.598
O (1.90, -3.18, 4.40)  -0.615
O (0.62, 1.46, -2.06)  -0.672
O (2.46, -0.15, 2.26)  -0.754

Properties
- orbital gap (eV) = 4.9
- spin multiplicity = 1
- HOMO energy (eV) = -3.80
- LUMO energy (eV) = 1.141
- total charge = -1

=====

(2)
This record from OMol25 describes a structure of composition C14H17CrN3O. The level of theory is ωB97M-V/def2-TZVPD.

Last column: Mulliken spin population.
Positions of all 36 atoms, in Å:
C (-0.13, 1.58, 2.69)  0.045
C (1.76, -3.02, 0.95)  0.000
H (-2.47, -2.56, -1.61)  0.001
C (0.74, -3.75, 0.34)  0.002
H (-1.05, -3.61, -0.91)  0.000
H (2.03, 1.33, -1.98)  0.006
H (2.59, -3.48, 1.50)  0.001
C (-2.62, 1.00, -0.22)  0.025
H (3.60, 1.90, -1.38)  0.008
C (-1.41, -0.89, -0.74)  0.039
H (-1.18, 3.71, 0.32)  0.004
H (0.25, 3.79, -0.61)  0.015
C (2.75, 1.28, 0.52)  0.027
H (3.28, 0.15, -1.51)  0.007
C (-2.58, -1.55, -1.16)  0.011
C (2.82, 1.10, -1.17)  0.043
N (0.05, 1.87, 1.55)  -0.030
H (3.68, 0.63, 0.62)  0.022
C (-0.62, 3.10, -0.38)  -0.203
C (-0.26, -3.08, -0.37)  0.001
H (2.99, 2.34, 0.72)  0.013
H (-4.80, 0.88, -0.34)  0.000
C (-3.81, -0.93, -0.99)  0.001
C (-0.22, -1.65, -0.35)  -0.045
C (1.75, -1.63, 0.82)  0.009
N (0.81, -0.93, 0.15)  0.009
C (-3.85, 0.37, -0.48)  0.001
N (-1.41, 0.45, -0.46)  -0.055
H (2.54, -1.04, 1.31)  -0.004
H (-4.73, -1.49, -1.18)  0.000
H (-1.33, 3.15, -1.23)  0.007
O (-0.29, 1.25, 3.84)  0.021
H (-2.46, 1.98, 0.21)  -0.003
H (0.73, -4.82, 0.39)  0.000
H (2.19, 1.00, 1.47)  -0.006
Cr (0.67, 1.59, -0.34)  4.027

Properties
- orbital gap (alpha / beta) (eV) = 6.2 / 6.7
- spin multiplicity = 5
- HOMO energy (alpha / beta) (eV) = -6.67 / -7.22
- LUMO energy (alpha / beta) (eV) = -0.515 / -0.526

=====

(3)
This record from OMol25 describes a structure of composition C14H17F3NO7S2. The level of theory is ωB97M-V/def2-TZVPD.

Last column: Mulliken charge in e.
Positions of all 44 atoms, in Å:
H (3.26, 3.62, -1.07)  0.227
H (-0.67, -4.87, 0.63)  0.404
C (-2.49, -2.17, -0.45)  -1.075
H (-2.83, -4.29, -0.63)  0.335
H (-1.33, 3.66, -0.63)  0.397
H (3.56, -0.40, 0.77)  0.225
F (0.47, -2.60, -2.12)  -0.184
O (-2.50, 2.45, 0.68)  -0.313
S (1.59, -3.18, 1.07)  1.200
O (-0.89, 1.81, -1.43)  -0.395
C (1.18, -1.48, -2.29)  0.693
N (2.10, -1.81, 0.32)  -0.084
C (-0.15, -2.84, 0.91)  0.029
C (3.43, -1.42, 0.40)  -1.034
C (-3.46, 2.34, 1.75)  -0.748
C (0.96, 1.90, 0.26)  0.280
C (2.57, 3.35, -0.27)  -1.061
C (-0.98, -3.85, 0.42)  -0.802
F (0.71, -0.80, -3.37)  -0.241
C (-1.18, 3.25, -1.61)  -0.931
H (3.05, 2.94, 0.63)  0.364
O (-1.32, 1.05, 1.99)  -0.625
S (0.95, -0.36, -0.82)  0.173
H (-0.26, -0.77, 1.72)  0.521
O (1.99, -3.25, 2.46)  -0.711
H (-2.08, 3.37, -2.22)  0.298
H (1.94, 4.19, 0.01)  0.371
O (1.89, -4.33, 0.26)  -0.710
H (-3.29, -1.75, -1.08)  0.347
C (-0.62, -1.51, 0.98)  -0.176
H (3.96, -1.46, -0.56)  0.266
O (1.65, 2.42, -0.79)  -0.205
H (-0.34, 3.71, -2.12)  0.228
H (-1.90, -0.19, -0.35)  0.261
H (-3.05, 2.66, 2.71)  0.291
H (3.96, -2.10, 1.08)  0.407
C (-0.39, 1.45, -0.21)  0.487
F (2.47, -1.88, -2.60)  -0.255
O (1.34, 1.90, 1.43)  -0.700
C (-1.39, 1.67, 0.95)  0.769
H (-3.77, 1.29, 1.87)  0.286
C (-2.18, -3.52, -0.22)  -0.524
C (-1.65, -1.19, 0.05)  0.673
H (-4.31, 2.97, 1.49)  0.244

Properties
- orbital gap (eV) = 5.8
- spin multiplicity = 1
- HOMO energy (eV) = -4.05
- LUMO energy (eV) = 1.781
- total charge = -1

=====

(4)
This record from OMol25 describes a structure of composition C14H17IrN3Se. The level of theory is ωB97M-V/def2-TZVPD.

Last column: Mulliken spin population.
Positions of all 36 atoms, in Å:
C (2.17, 0.01, -1.63)  0.022
C (-4.47, 1.36, -0.44)  -0.003
H (3.24, -4.48, -0.95)  0.000
C (3.22, 0.45, -2.46)  0.004
H (-4.60, -0.79, -0.26)  -0.002
H (-3.44, -0.11, 0.87)  -0.007
H (-3.66, 1.48, -1.15)  0.003
H (-1.81, 1.96, -1.18)  0.020
C (-4.39, 0.07, 0.37)  0.017
H (-2.39, 1.61, 0.51)  0.037
H (2.29, 3.71, -2.68)  0.002
C (2.58, -3.62, -0.79)  0.018
C (3.28, 1.78, -2.87)  0.033
C (0.01, -0.32, 2.89)  -0.127
N (0.88, -1.46, -0.36)  0.080
H (-0.30, -2.68, 0.81)  -0.003
H (3.98, -0.27, -2.74)  0.004
N (1.20, 0.88, -1.19)  0.080
H (4.07, 2.12, -3.54)  0.000
C (0.61, -2.65, 0.21)  0.002
C (2.87, -2.39, -1.36)  0.004
C (1.44, -3.75, 0.01)  0.002
C (-1.49, 1.77, -0.13)  0.177
H (-5.17, 0.08, 1.14)  0.001
N (-0.18, -0.09, 1.71)  0.291
C (2.31, 2.66, -2.39)  -0.003
H (1.17, -4.69, 0.49)  0.001
H (-0.94, 2.66, 0.24)  0.058
H (0.54, 2.84, -1.11)  0.004
C (1.32, 2.20, -1.53)  0.047
C (1.99, -1.32, -1.14)  0.047
Ir (-0.41, 0.19, -0.07)  3.186
H (3.76, -2.22, -1.94)  0.001
H (-5.40, 1.38, -1.02)  0.003
H (-4.50, 2.24, 0.20)  0.000
Se (0.25, -0.62, 4.58)  0.999

Properties
- orbital gap (alpha / beta) (eV) = 6.6 / 5.1
- spin multiplicity = 6
- HOMO energy (alpha / beta) (eV) = -13.90 / -15.92
- LUMO energy (alpha / beta) (eV) = -7.288 / -10.791
- total charge = +2

=====

(5)
This record from OMol25 describes a structure of composition C14H17MgN3Se. The level of theory is ωB97M-V/def2-TZVPD.

Last column: Mulliken charge in e.
Positions of all 36 atoms, in Å:
C (-0.29, 1.68, 2.59)  -1.846
H (-2.46, -1.01, 0.72)  0.376
C (0.60, 0.72, -1.89)  0.678
H (-2.57, 0.50, 1.72)  0.350
C (0.11, 0.02, 4.46)  -0.061
H (0.47, -1.57, 3.56)  0.409
C (0.48, -2.92, -2.99)  -0.418
H (0.94, 4.55, -1.52)  0.406
C (0.07, -2.72, -0.62)  0.044
C (1.08, 2.85, -2.90)  -0.419
H (-1.41, -1.62, 2.93)  0.302
H (-0.17, -3.13, 0.37)  0.366
H (0.81, -1.00, -3.99)  0.303
C (0.51, 2.69, -0.57)  0.016
C (-0.41, -1.44, 2.61)  -1.297
H (0.30, 3.10, 0.43)  0.285
Mg (-0.05, 0.04, 0.84)  0.861
H (-2.36, 0.60, -0.07)  0.321
H (0.09, -4.61, -1.63)  0.389
H (-0.87, 2.13, 1.76)  0.479
H (1.13, 0.92, -3.94)  0.288
H (1.37, 3.43, -3.77)  0.423
C (0.20, -3.53, -1.76)  -0.766
C (-2.14, 0.03, 0.84)  -1.610
N (0.44, 1.35, -0.68)  0.312
C (0.46, -0.77, -1.90)  0.656
H (0.60, -3.52, -3.88)  0.425
C (0.60, -1.54, -3.07)  -0.761
H (-0.93, 1.80, 3.52)  0.286
H (0.72, 2.07, 2.77)  0.317
C (0.95, 1.47, -3.02)  -0.763
C (0.85, 3.48, -1.67)  -0.713
H (0.15, -2.15, 2.00)  0.614
Se (0.03, 0.02, 6.12)  -0.095
N (0.44, -0.54, 3.31)  -0.144
N (0.25, -1.39, -0.69)  -0.014

Properties
- orbital gap (alpha / beta) (eV) = 4.0 / 4.0
- spin multiplicity = 1
- HOMO energy (alpha / beta) (eV) = -4.97 / -4.99
- LUMO energy (alpha / beta) (eV) = -0.999 / -0.994

=====

(6)
This record from OMol25 describes an isolated molecule of C14H17N. The level of theory is ωB97M-V/def2-TZVPD.

Last column: Mulliken charge in e.
Positions of all 32 atoms, in Å:
H (0.12, 3.17, 1.15)  0.234
C (-1.70, -0.16, -2.66)  -0.798
C (-1.48, -1.16, -1.61)  -0.305
C (-0.39, 0.25, -3.29)  -0.685
C (1.46, -1.11, 3.26)  -0.472
H (-0.30, 2.04, -2.08)  0.423
H (-2.29, 0.60, -2.21)  0.333
H (0.32, -0.58, -3.41)  0.384
H (-1.64, 3.13, 1.63)  0.361
C (0.75, -0.43, 1.07)  0.348
H (1.88, -3.47, 0.71)  0.353
C (-0.72, 2.48, 1.55)  -1.316
C (-1.50, -1.81, -0.60)  -0.104
H (2.39, -3.20, 3.11)  0.452
C (0.34, 1.26, -2.37)  -0.781
C (1.79, -2.49, 1.26)  -0.345
H (1.62, -0.87, 4.33)  0.380
H (0.52, 0.81, 2.80)  -0.005
C (0.77, -0.20, 2.42)  -0.362
C (0.29, 0.54, 0.09)  0.866
C (0.73, 0.58, -1.16)  -0.228
H (-2.39, -0.66, -3.39)  0.345
H (-1.48, -2.57, 0.12)  0.544
H (1.22, 1.59, -2.94)  0.305
N (1.22, -1.54, 0.54)  -0.382
H (-0.68, 0.56, -4.31)  0.351
H (-0.40, 2.32, 2.63)  0.346
H (-1.53, 1.67, -0.06)  0.370
H (1.50, -0.24, -1.23)  0.316
C (-0.94, 1.30, 0.70)  -0.784
C (1.97, -2.35, 2.67)  -0.603
H (-1.43, 0.52, 1.31)  0.461

Properties
- orbital gap (eV) = 9.0
- spin multiplicity = 1
- HOMO energy (eV) = -8.25
- SMILES = C#CCCC/C=C(\CC)c1ccccn1
- LUMO energy (eV) = 0.791

=====

Computed max |F|, in the same sequence as the records: 2.958 3.674 4.815 4.408 6.432 4.392 eV Å⁻¹.
Computed calculated total energy, in the same sequence as the records: -57881.5222 -49728.4569 -60434.2386 -87426.5371 -90046.2402 -16279.6924 eV.
Computed energy above the lowest of the compared OMol25 structures with the same formula, charge and spin, in the same sequence as the records: 45.6 89.5 0.0 5.8 110.0 116.4 kcal per mole.